No. 1
{"formula": "C3H10N2O", "method": "ωB97M-V/def2-TZVPD", "symbols": ["C", "C", "N", "H", "H", "H", "H", "H", "H", "N", "C", "O", "H", "H", "H", "H"], "coordinates": [[0.10, -1.48, -1.76], [1.34, -0.92, 0.17], [0.23, -0.86, -0.45], [1.02, -2.03, -1.98], [-0.78, -2.12, -1.77], [0.02, -0.73, -2.55], [2.10, -1.66, -0.13], [1.74, -0.27, 0.93], [-0.53, -0.03, -0.08], [-1.56, 0.80, 0.48], [-0.04, 1.70, 1.43], [-0.29, 2.64, 2.17], [-1.88, 1.57, -0.12], [-2.31, 0.91, 1.16], [0.76, 1.81, 0.65], [0.08, 0.66, 1.84]], "e_above_lowest_kcal_mol": 111.95, "max_force_ha_per_bohr": 0.042}


No. 2
{"formula": "C7H10", "method": "ωB97M-V/def2-TZVPD", "symbols": ["C", "C", "C", "C", "C", "C", "C", "H", "H", "H", "H", "H", "H", "H", "H", "H", "H"], "coordinates": [[-0.18, -1.74, -0.20], [0.10, -0.56, 0.75], [1.68, 0.38, -0.90], [0.92, 0.55, 0.17], [-1.10, 1.80, -0.41], [-1.59, 1.03, 0.55], [-1.28, -0.02, 1.26], [0.71, -2.33, -0.46], [-0.88, -2.40, 0.31], [-0.65, -1.41, -1.13], [0.76, -0.90, 1.55], [2.60, 0.94, -1.03], [1.46, -0.39, -1.63], [1.11, 1.39, 0.85], [-1.18, 1.51, -1.45], [-0.61, 2.75, -0.21], [-1.88, -0.57, 1.99]], "e_above_lowest_kcal_mol": 80.91, "max_force_ha_per_bohr": 0.026}


No. 3
{"formula": "H4N2O5Si2", "method": "ωB97M-V/def2-TZVPD", "symbols": ["N", "N", "O", "O", "O", "O", "O", "Si", "Si", "H", "H", "H", "H"], "coordinates": [[1.26, -0.62, -0.54], [-2.61, -0.14, 0.29], [2.40, -0.77, -0.42], [0.89, 0.71, -0.76], [-1.49, -1.77, -0.68], [-3.33, 0.24, -0.61], [-1.35, 0.34, 0.44], [-0.03, -2.02, -0.22], [-0.64, 1.31, -0.71], [0.51, -2.83, -1.19], [0.22, -1.90, 1.20], [-1.27, 1.00, -1.97], [-0.42, 2.74, -0.30]], "e_above_lowest_kcal_mol": 60.81, "max_force_ha_per_bohr": 0.090}


No. 4
{"formula": "C5H10N2", "method": "ωB97M-V/def2-TZVPD", "symbols": ["C", "C", "N", "C", "C", "C", "N", "H", "H", "H", "H", "H", "H", "H", "H", "H", "H"], "coordinates": [[1.96, -1.05, 1.03], [1.86, -0.62, -0.39], [0.88, 0.20, -0.74], [0.17, 0.99, 0.10], [-1.28, 1.19, -0.04], [-2.11, 0.58, -1.10], [-2.22, 0.08, 0.26], [0.94, -1.14, 1.43], [2.49, -0.37, 1.71], [2.46, -2.03, 1.10], [2.52, -0.99, -1.17], [0.63, 0.23, -1.73], [0.64, 1.18, 1.05], [-1.63, 2.13, 0.38], [-2.98, 1.11, -1.47], [-1.64, -0.06, -1.86], [-1.66, -0.77, 0.35]], "e_above_lowest_kcal_mol": 76.78, "max_force_ha_per_bohr": 0.007}